Record 1
Density functional theory data (ωB97M-V/def2-TZVPD) for a structure of composition C9H4BrMnNO4 in a non-equilibrium geometry.

Computed properties:
- 2S+1 = 6
- M (Da) = 325.0
- energy (eV) = -120416.965
- orbital gap (spin up / spin down) (eV) = 7.32 / 3.52
- net charge = +2

Each line ends with the Mulliken spin population.
Atoms and positions in Å:
Mn1 -0.22731 -1.09347 -1.45428  4.043
O1 3.12252 -2.87245 3.38047  0.000
C1 2.46288 -2.33180 2.57593  0.002
C2 -1.82813 -1.82873 -1.48289  -0.118
O2 -2.77124 -2.48492 -1.72258  0.097
C3 1.36559 -0.72217 -2.25716  -0.110
O3 2.25343 -0.67790 -2.95051  0.071
C4 0.50773 -2.96118 -1.26084  -0.024
O4 0.91393 -4.12439 -1.39332  0.045
Br1 -0.13391 4.21433 -1.26642  0.430
C5 -0.37159 2.70434 -0.16959  0.161
C6 -0.91762 2.67396 1.08112  0.063
C7 -1.01676 1.52278 1.87152  -0.003
C8 -0.59581 0.32605 1.29458  0.240
N1 -0.17569 0.29792 -0.05712  -0.073
C9 0.09109 1.47645 -0.73696  0.198
H1 -1.29340 3.69457 1.48029  -0.003
H2 -1.42785 1.56658 2.87823  0.004
H3 -0.53462 -0.67549 1.84174  0.009
H4 0.57675 1.29551 -1.65218  -0.030

Record 2
Density functional theory data (ωB97M-V/def2-TZVPD) for a structure of composition C13H28ClF3O4Si2.

Computed properties:
- M (Da) = 397.0
- energy (eV) = -58558.731
- orbital gap (eV) = 10.25

Each line ends with the Löwdin charge.
Atoms and positions in Å:
C1 -3.00057 -1.14528 -1.42754  -0.110
O1 -1.77794 -0.90826 -2.09073  -0.195
C2 -1.30752 0.41969 -2.00031  -0.233
C3 -0.75723 0.80244 -0.62414  -0.187
C4 -0.18970 -0.37827 0.16072  -0.209
C5 0.64199 0.09658 1.35260  -0.215
C6 0.83041 -0.96230 2.43220  -0.212
C7 1.27449 -2.33097 1.89524  -0.263
C8 2.05240 -3.11991 2.93731  -0.256
C9 2.50379 -4.55215 2.56227  -0.274
Si1 2.29244 -5.13466 0.80589  0.093
Cl1 1.81893 -7.15580 0.91761  0.290
O2 3.68487 -4.93013 -0.03810  -0.480
Si2 4.85606 -6.07717 -0.30825  0.504
H1 -2.86496 -1.89765 -0.65021  0.081
H2 -3.38591 -0.23984 -0.95471  0.088
H3 -3.73048 -1.51048 -2.14772  0.085
H4 -0.52617 0.51023 -2.75174  0.123
H5 -2.10708 1.10789 -2.29393  0.117
H6 -1.53187 1.28509 -0.02715  0.110
H7 0.04670 1.52196 -0.76767  0.094
H8 0.40224 -1.00298 -0.50504  0.120
H9 -1.01303 -0.97923 0.54962  0.108
H10 1.60913 0.46981 1.00662  0.117
H11 0.13420 0.95953 1.79238  0.110
H12 1.54530 -0.61982 3.18120  0.107
H13 -0.12299 -1.08483 2.95282  0.115
H14 1.90130 -2.17546 1.01401  0.108
H15 0.38866 -2.88555 1.58898  0.100
H16 1.44636 -3.16932 3.84297  0.110
H17 2.93183 -2.53171 3.19968  0.108
H18 2.00515 -5.28200 3.19732  0.061
H19 3.56995 -4.65748 2.77187  0.077
H20 1.21498 -4.52615 0.02136  -0.002
H21 4.35988 -7.20730 -1.10839  -0.066
H22 5.38361 -6.54607 0.98960  -0.056
H23 5.93505 -5.40843 -1.05934  -0.068
C10 -4.22525 6.11363 -1.66029  -0.059
C11 -2.99115 6.97073 -1.49378  -0.189
O3 -1.89911 6.21430 -0.92381  0.035
C12 -1.22343 5.45262 -1.76340  -0.409
O4 -1.39426 5.32674 -2.93738  0.174
C13 -0.09513 4.72814 -1.00126  -0.559
F1 -0.54432 4.18500 0.13085  0.167
F2 0.87152 5.59706 -0.69148  0.173
F3 0.43210 3.77156 -1.74945  0.173
H24 -4.51060 5.66788 -0.70742  0.084
H25 -5.05137 6.72720 -2.01785  0.083
H26 -4.05556 5.31431 -2.38000  0.078
H27 -3.16146 7.77488 -0.78274  0.125
H28 -2.66621 7.40192 -2.43930  0.125

Record 3
Density functional theory data (ωB97M-V/def2-TZVPD) for the molecule C2H5NOS in a non-equilibrium geometry.

Computed properties:
- SMILES = CCn1os1
- energy relative to the best compared isomer or geometry (same formula, charge and spin) (kJ/mol) = 464.6
- M (Da) = 91.1
- energy (eV) = -16523.566
- orbital gap (eV) = 8.88

Each line ends with the Löwdin charge.
Atoms and positions in Å:
C1 -1.16974 0.38548 0.23630  -0.111
C2 0.11499 -0.55702 -0.12915  -0.344
N1 1.22208 0.05170 0.54463  -0.402
O1 1.84736 1.03029 -0.35570  -0.474
S1 2.77304 -0.35095 -0.14958  0.849
H1 -1.08302 1.48107 -0.15406  0.096
H2 -1.50771 0.26506 1.27779  0.049
H3 -2.11889 -0.08643 -0.23635  0.078
H4 0.04663 -0.58273 -1.28086  0.122
H5 -0.12474 -1.63647 0.24698  0.137